# 1
A structure of composition C49H49NO3PRuSSb. Source: OMol25; level of theory: ωB97M-V with the def2-TZVPD basis set.

```
106
Properties=species:S:1:pos:R:3:lowdin_charge:R:1
Ru 0.4274 -0.8444 0.5059 0.79
O -1.9210 1.4916 2.0780 -0.22
S -0.6712 2.0113 0.6971 0.79
O 0.4021 1.1419 1.3162 -0.59
O -1.3190 1.3744 -0.4586 -0.43
C -3.0942 0.9418 1.7704 -0.38
C -4.2530 1.6323 2.1655 -0.01
C -5.5056 1.0892 1.9848 -0.08
C -5.6426 -0.1658 1.3940 -0.09
C -4.5101 -0.8448 0.9924 -0.10
C -3.2256 -0.3105 1.1567 -0.27
P -1.8645 -1.3479 0.5218 1.03
C -2.1821 -2.9159 1.3940 -0.36
C -1.6753 -2.9993 2.6911 -0.11
C -1.8659 -4.1403 3.4513 -0.08
C -2.5565 -5.2222 2.9176 -0.08
C -3.0709 -5.1424 1.6333 -0.07
C -2.8943 -3.9898 0.8775 -0.09
C -2.3574 -1.6080 -1.2223 -0.33
C -3.0582 -0.6068 -1.8925 -0.09
C -3.3549 -0.7388 -3.2413 -0.07
C -2.9625 -1.8735 -3.9355 -0.09
C -2.2702 -2.8781 -3.2746 -0.08
C -1.9645 -2.7446 -1.9285 -0.12
H -4.1172 2.5983 2.6332 0.11
H -6.3818 1.6383 2.3069 0.10
H -6.6190 -0.6077 1.2483 0.10
H -4.6229 -1.8171 0.5277 0.10
H -1.1199 -2.1657 3.1094 0.10
H -1.4678 -4.1887 4.4569 0.10
H -2.6946 -6.1218 3.5031 0.10
H -3.6128 -5.9793 1.2118 0.11
H -3.3039 -3.9442 -0.1235 0.10
H -3.3513 0.2898 -1.3658 0.10
H -3.8926 0.0516 -3.7488 0.10
H -3.1979 -1.9763 -4.9872 0.10
H -1.9620 -3.7703 -3.8051 0.10
H -1.4178 -3.5353 -1.4367 0.08
C 3.8789 2.3682 0.2092 -0.08
C 5.0345 1.5307 0.6905 -0.31
C 6.2257 2.1325 1.0818 -0.05
C 7.2963 1.3726 1.5306 -0.08
C 7.1856 -0.0061 1.6019 -0.08
C 6.0014 -0.6217 1.2160 -0.12
C 4.9315 0.1363 0.7520 -0.31
Sb 3.1362 -0.8128 0.1039 1.58
C 3.6681 -1.2795 -1.8987 -0.31
C 4.9558 -1.7669 -2.1336 -0.14
C 5.3524 -2.1821 -3.3929 -0.08
C 4.4533 -2.0983 -4.4470 -0.08
C 3.1926 -1.5722 -4.2331 -0.06
C 2.7773 -1.1385 -2.9718 -0.31
C 1.4014 -0.5272 -2.8762 -0.08
C 3.4666 -2.6810 1.0852 -0.34
C 4.0518 -3.7790 0.4662 -0.12
C 4.2249 -4.9775 1.1464 -0.08
C 3.8106 -5.0805 2.4636 -0.08
C 3.2099 -3.9938 3.0821 -0.05
C 3.0218 -2.7903 2.4099 -0.32
C 2.3265 -1.6539 3.1208 -0.08
H 4.0737 3.4314 0.3469 0.08
H 2.9634 2.1206 0.7543 0.04
H 3.6762 2.2059 -0.8537 0.09
H 6.3099 3.2118 1.0371 0.11
H 8.2143 1.8611 1.8311 0.10
H 8.0108 -0.6068 1.9617 0.10
H 5.9158 -1.6982 1.2966 0.09
H 5.6680 -1.8277 -1.3192 0.09
H 6.3522 -2.5654 -3.5495 0.10
H 4.7415 -2.4208 -5.4392 0.10
H 2.5056 -1.4733 -5.0663 0.11
H 0.6158 -1.2847 -2.9177 0.07
H 1.2450 0.1610 -3.7087 0.09
H 1.2490 0.0359 -1.9553 0.01
H 4.3557 -3.7186 -0.5711 0.09
H 4.6691 -5.8253 0.6411 0.11
H 3.9402 -6.0076 3.0069 0.10
H 2.8738 -4.0808 4.1093 0.11
H 2.1163 -1.9122 4.1581 0.08
H 1.3536 -1.4090 2.6478 0.02
H 2.9108 -0.7301 3.1171 0.07
C 0.6037 5.4774 -1.3429 -0.08
C -0.3135 4.5392 -0.5569 -0.48
C -0.8385 5.2321 0.6960 -0.08
C 0.4361 3.2680 -0.2278 -0.23
H 0.0459 6.3367 -1.7182 0.08
H 1.0661 4.9764 -2.1947 0.08
H 1.4045 5.8533 -0.7012 0.08
H -1.1616 4.2747 -1.1971 0.14
H -0.0295 5.3861 1.4155 0.09
H -1.6184 4.6558 1.1949 0.07
H -1.2528 6.2105 0.4475 0.08
H 1.2864 3.4280 0.4372 0.08
H 0.7142 2.6860 -1.1066 0.09
N 0.6708 -2.4724 -0.2866 -0.15
C 0.8782 -3.7998 -0.4420 -0.41
C 0.6792 -4.7171 0.6080 -0.04
C 0.9032 -6.0665 0.4079 -0.09
C 1.3331 -6.5390 -0.8275 -0.10
C 1.5358 -5.6421 -1.8739 -0.09
C 1.3085 -4.2918 -1.6932 -0.04
H 0.3566 -4.3471 1.5706 0.10
H 0.7487 -6.7567 1.2284 0.11
H 1.5106 -7.5962 -0.9745 0.10
H 1.8751 -6.0026 -2.8372 0.10
H 1.4720 -3.5859 -2.4977 0.10
```

Its energy above the lowest of the compared OMol25 structures with the same formula, charge and spin is 33.8 kcal per mole. As for the total energy: -3251.64747 Ha. Its HOMO energy (spin up / spin down) is -6.96 / -7.94 eV. The spin multiplicity is 5.

***

# 2
A structure of composition C49H50AgN10O3S2SeTe. Source: OMol25; level of theory: ωB97M-V with the def2-TZVPD basis set.

```
117
Properties=species:S:1:pos:R:3:lowdin_charge:R:1
Ag 1.2248 -0.3504 -0.9421 0.77
N 4.6120 0.6259 1.2586 0.18
C 5.0985 -0.1248 0.2589 -0.44
N 6.3195 0.1702 -0.2100 0.17
C 6.7424 -0.6481 -1.1601 -0.47
N 7.9427 -0.3455 -1.7475 0.13
N 6.1101 -1.7333 -1.6172 0.15
C 4.9018 -1.9154 -1.0749 -0.29
N 4.3277 -1.1400 -0.1817 0.18
C 4.1426 -3.1269 -1.5412 -0.21
C 4.7641 -4.0623 -2.3616 -0.03
C 4.0361 -5.1706 -2.7606 -0.08
C 2.7256 -5.2977 -2.3346 -0.06
C 2.1984 -4.3075 -1.5171 -0.14
N 2.8907 -3.2473 -1.1206 0.14
H 5.0413 1.5256 1.4026 0.10
H 3.6150 0.5862 1.4280 0.08
H 8.5204 0.3011 -1.2395 0.08
H 8.3959 -1.1012 -2.2292 0.08
H 5.7846 -3.8987 -2.6742 0.09
H 4.4860 -5.9202 -3.4010 0.10
H 2.1113 -6.1393 -2.6286 0.10
H 1.1726 -4.3598 -1.1711 0.06
N -2.8122 6.3706 0.9848 0.09
C -1.5958 5.7285 1.2709 -0.32
C -0.5821 5.7007 0.3132 -0.01
C 0.6103 5.0617 0.5800 -0.04
C 0.8053 4.4243 1.8016 -0.28
C -0.1801 4.4780 2.7705 -0.07
C -1.3730 5.1385 2.5101 -0.05
S 2.2965 3.5112 2.0672 0.53
O 3.3953 4.4171 1.7711 -0.40
O 2.2208 2.9798 3.4083 -0.34
N 2.1999 2.3230 1.0304 -0.14
C 2.7641 2.3740 -0.1872 -0.72
S 3.8826 3.5975 -0.8150 1.00
C 4.0248 2.7117 -2.2938 -0.43
C 3.2769 1.5958 -2.2343 -0.28
N 2.5733 1.4077 -1.0674 -0.08
H -3.0301 6.3431 -0.0017 0.06
H -3.5834 5.9948 1.5153 0.08
H -0.7532 6.1427 -0.6610 0.10
H 1.3834 5.0234 -0.1779 0.09
H -0.0121 3.9839 3.7182 0.10
H -2.1562 5.1597 3.2611 0.10
H 4.6397 3.0573 -3.1085 0.05
H 3.1704 0.8586 -3.0188 0.11
C -2.2336 -4.7805 7.2174 -0.07
C -1.8349 -4.4949 5.7928 -0.29
C -0.5008 -4.3688 5.4312 -0.04
C -0.1205 -4.0690 4.1249 -0.31
C 1.3567 -3.9805 3.8228 -0.10
C -1.0970 -3.8806 3.1325 -0.37
Te -0.5095 -3.1643 1.1358 1.45
N -0.1609 -1.9550 -1.0173 -0.13
C -0.1843 -2.1733 -2.3056 -0.73
O 0.6830 -1.6310 -3.0551 -0.14
C -1.2178 -3.0526 -2.9626 -0.14
C -1.4814 -2.8111 -4.3095 -0.02
C -2.4154 -3.5755 -4.9904 -0.10
C -3.0920 -4.5996 -4.3362 -0.12
C -2.8327 -4.8442 -2.9954 -0.10
C -1.9048 -4.0685 -2.3092 -0.06
C -1.1545 -1.2427 1.7216 -0.44
C -0.3209 -0.5286 2.5782 -0.14
C -0.7023 0.7025 3.0880 -0.08
C -1.9426 1.2149 2.7450 -0.08
C -2.7527 0.5260 1.8585 -0.06
C -2.3708 -0.6932 1.3011 -0.31
C -3.2188 -1.2768 0.2076 -0.08
C -2.4429 -4.0582 3.4811 -0.30
C -3.5671 -3.9376 2.4812 -0.08
C -2.7905 -4.3517 4.7998 -0.04
H -1.3561 -4.9548 7.8415 0.06
H -2.8761 -5.6616 7.2842 0.07
H -2.7863 -3.9418 7.6478 0.07
H 0.2686 -4.5033 6.1868 0.10
H 1.9423 -4.2884 4.6913 0.07
H 1.6552 -2.9675 3.5522 0.06
H 1.6280 -4.6132 2.9773 0.06
H -0.9431 -2.0049 -4.7907 0.11
H -2.6217 -3.3685 -6.0342 0.09
H -3.8237 -5.1970 -4.8682 0.09
H -3.3606 -5.6345 -2.4736 0.09
H -1.7188 -4.2485 -1.2583 0.03
H 0.6520 -0.9273 2.8350 0.08
H -0.0194 1.2530 3.7235 0.09
H -2.2680 2.1696 3.1363 0.09
H -3.7007 0.9566 1.5575 0.10
H -2.8579 -0.8807 -0.7484 0.05
H -4.2645 -0.9849 0.3289 0.08
H -3.1527 -2.3633 0.1611 0.02
H -3.2092 -4.0584 1.4610 0.02
H -4.0432 -2.9547 2.5411 0.08
H -4.3325 -4.6923 2.6777 0.07
H -3.8424 -4.4674 5.0522 0.11
C -3.0722 7.0711 -3.0335 -0.08
C -2.5732 5.6679 -2.7951 -0.33
C -3.4217 4.6612 -2.3539 -0.06
C -2.9975 3.3416 -2.2095 -0.31
C -3.9942 2.3132 -1.7535 -0.11
C -1.6620 2.9791 -2.4936 -0.57
Se -1.1025 1.1516 -2.4036 0.58
C -0.7893 4.0107 -2.9137 -0.31
C 0.6562 3.7417 -3.2440 -0.09
C -1.2567 5.3130 -3.0607 -0.07
H -4.1086 7.1776 -2.7052 0.06
H -3.0352 7.3356 -4.0946 0.07
H -2.4769 7.8220 -2.5060 0.07
H -4.4632 4.8993 -2.1436 0.10
H -5.0166 2.6832 -1.8771 0.06
H -3.8347 2.0669 -0.7015 0.06
H -3.8665 1.3806 -2.3037 0.03
H 0.8825 2.6844 -3.1350 -0.01
H 1.3233 4.3056 -2.5837 0.06
H 0.8794 4.0440 -4.2722 0.08
H -0.5599 6.0748 -3.4089 0.12
```

Its energy above the lowest of the compared OMol25 structures with the same formula, charge and spin is 17.4 kcal per mole. Its total charge is -2. As for the total energy: -6283.42830 Ha. Its HOMO energy (spin up / spin down) is -1.29 / -1.27 eV. The spin multiplicity is 2.